Formula: C39H48N6O3RuS2
Source: the Open Molecules 2025 dataset
Level of theory: ωB97M-V/def2-TZVPD

Each line ends with the Mulliken charge.
CARTESIAN COORDINATES (ANGSTROEM)
Ru 0.844 1.085 0.792  1.016
C 0.824 1.897 3.752  -0.906
N 1.277 0.723 2.956  1.561
C 2.701 0.497 3.246  -1.340
C 0.409 -0.374 3.346  -0.277
C 0.752 -1.329 4.275  -0.162
C -0.191 -2.273 4.678  -0.734
C -1.489 -2.209 4.199  -1.050
C -1.840 -1.261 3.258  -0.830
C -0.872 -0.382 2.744  0.101
N -1.071 0.510 1.727  1.672
C -2.172 0.421 0.884  0.491
C -2.723 -0.805 0.481  -0.657
C -3.751 -0.839 -0.440  -1.301
C -4.241 0.347 -0.970  -0.811
C -3.676 1.565 -0.618  -0.071
C -2.634 1.627 0.297  -0.346
N -1.990 2.831 0.654  0.752
C -2.086 3.914 -0.308  -1.246
C -2.267 3.301 2.009  -1.303
H 1.020 1.723 4.813  0.428
H 1.366 2.782 3.441  0.068
H -0.240 2.054 3.601  0.230
H 2.881 0.410 4.320  0.509
H 3.039 -0.407 2.742  0.306
H 3.266 1.349 2.872  0.161
H 1.737 -1.344 4.721  0.396
H 0.086 -3.029 5.401  0.491
H -2.233 -2.905 4.563  0.439
H -2.860 -1.190 2.909  0.695
H -2.255 -1.722 0.818  0.557
H -4.150 -1.791 -0.766  0.426
H -5.060 0.327 -1.677  0.423
H -4.055 2.475 -1.065  0.414
H -3.087 4.365 -0.357  0.435
H -1.384 4.698 -0.015  0.326
H -1.805 3.555 -1.298  0.198
H -3.201 3.878 2.049  0.368
H -2.364 2.460 2.691  0.347
H -1.454 3.945 2.352  0.293
C -4.564 -0.481 -5.435  -1.616
C -3.319 -0.351 -4.601  1.085
C -2.861 0.891 -4.181  -1.201
C -1.743 1.001 -3.364  0.241
C -1.067 -0.142 -2.982  0.049
C -1.494 -1.397 -3.405  -0.640
C -2.614 -1.492 -4.206  -0.923
S 0.341 -0.083 -1.924  0.897
O 1.496 -0.454 -2.706  -0.927
O 0.030 -0.943 -0.786  0.220
N 0.448 1.369 -1.255  1.429
C 1.109 2.419 -1.872  -0.459
C 1.264 2.624 -3.227  -0.555
C 1.894 3.785 -3.709  -1.066
C 2.366 4.742 -2.857  -0.988
C 2.242 4.555 -1.463  1.134
C 2.724 5.495 -0.527  -0.814
C 2.601 5.236 0.804  -1.284
C 2.006 4.031 1.211  -0.145
N 1.529 3.128 0.384  0.594
C 1.629 3.383 -0.968  -0.671
H -4.885 0.485 -5.823  0.381
H -5.382 -0.893 -4.839  0.311
H -4.405 -1.154 -6.278  0.406
H -3.385 1.788 -4.492  0.357
H -1.404 1.973 -3.028  -0.105
H -0.953 -2.286 -3.104  0.465
H -2.948 -2.466 -4.542  0.436
H 0.903 1.889 -3.933  0.633
H 1.994 3.916 -4.779  0.439
H 2.843 5.640 -3.228  0.446
H 3.188 6.408 -0.881  0.465
H 2.956 5.926 1.555  0.483
H 1.935 3.827 2.267  0.058
N 3.659 0.469 -0.388  -0.110
C 2.704 0.704 0.215  -0.151
H 4.372 0.246 -1.052  0.222
C 1.493 -5.516 2.769  -1.125
C 2.671 -4.922 1.999  -0.389
C 2.713 -3.396 2.038  -1.101
S 1.517 -2.499 1.008  1.035
O 0.157 -3.001 1.358  -0.783
C 2.007 -3.187 -0.611  -1.526
C 0.983 -4.186 -1.132  0.500
C 1.463 -4.819 -2.433  -1.628
H 1.491 -6.604 2.685  0.410
H 0.545 -5.132 2.397  0.182
H 1.565 -5.268 3.831  0.330
H 2.660 -5.273 0.964  0.180
H 3.607 -5.284 2.430  0.450
H 3.688 -3.006 1.725  0.498
H 2.519 -3.043 3.054  0.294
H 2.997 -3.638 -0.508  0.819
H 2.078 -2.336 -1.287  0.405
H 0.040 -3.659 -1.284  -0.204
H 0.784 -4.950 -0.379  0.341
H 1.663 -4.058 -3.191  0.312
H 0.716 -5.505 -2.833  0.412
H 2.385 -5.386 -2.281  0.420

Orbital gap (alpha / beta), Eh: 0.270 / 0.210
HOMO (alpha / beta), eV: -10.0 / -10.1
Total charge: +1
Multiplicity: 2

Formula: C19H18FN3O3S
Source: the Open Molecules 2025 dataset
Level of theory: ωB97M-V/def2-TZVPD

Each line ends with the Mulliken charge.
CARTESIAN COORDINATES (ANGSTROEM)
O -5.741 -3.008 -0.530  -0.658
C -5.025 -2.085 -0.202  0.177
C -4.829 -1.600 1.156  -0.523
C -4.011 -0.568 1.433  -0.523
C -3.289 0.105 0.396  0.913
C -2.429 1.182 0.637  -0.642
C -1.778 1.786 -0.411  -0.241
S -0.616 3.109 -0.074  1.254
O -0.957 3.712 1.178  -0.734
O -0.489 3.925 -1.243  -0.736
N 0.841 2.331 0.142  -0.008
C 0.953 1.511 1.325  -0.207
C 2.439 1.211 1.562  -1.516
N 3.056 0.597 0.408  0.089
C 3.057 -0.783 0.264  0.651
C 2.323 -1.643 1.089  -0.285
C 2.402 -3.018 0.970  -0.971
C 3.213 -3.602 0.015  -0.418
C 3.964 -2.784 -0.812  -0.569
C 3.889 -1.415 -0.674  0.562
F 4.686 -0.673 -1.488  -0.339
C 2.915 1.454 -0.752  -1.325
C 1.431 1.730 -1.030  -0.316
C -1.951 1.350 -1.720  -0.572
C -2.790 0.291 -1.983  -1.029
C -3.464 -0.343 -0.932  0.665
N -4.302 -1.393 -1.163  -0.061
H -5.382 -2.116 1.925  0.422
H -3.880 -0.219 2.447  0.421
H -2.287 1.562 1.636  0.538
H 0.388 0.572 1.203  0.330
H 0.531 2.082 2.152  0.488
H 2.955 2.161 1.733  0.411
H 2.577 0.581 2.441  0.568
H 1.668 -1.233 1.841  0.246
H 1.813 -3.637 1.629  0.392
H 3.271 -4.674 -0.083  0.380
H 4.628 -3.192 -1.558  0.431
H 3.418 2.401 -0.537  0.378
H 3.371 1.007 -1.631  0.470
H 0.924 0.783 -1.287  0.302
H 1.313 2.439 -1.849  0.501
H -1.435 1.872 -2.510  0.525
H -2.940 -0.054 -2.995  0.377
H -4.431 -1.710 -2.117  0.182

Orbital gap, Eh: 0.291
HOMO, eV: -8.2
SMILES string: O=c1ccc2cc(S(=O)(=O)N3CCN(c4ccccc4F)CC3)ccc2[nH]1
Multiplicity: 1

Formula: C9H11ClN4S
Source: the Open Molecules 2025 dataset
Level of theory: ωB97M-V/def2-TZVPD

Each line ends with the Mulliken charge.
CARTESIAN COORDINATES (ANGSTROEM)
C 1.580 1.586 0.710  -0.990
C 0.520 1.932 -0.230  -0.132
C -0.717 1.369 -0.321  0.614
C -1.713 1.601 -1.261  -0.738
C -2.936 0.993 -1.118  -0.603
C -3.240 0.450 0.126  0.392
Cl -4.820 0.241 0.693  -0.164
N -2.396 0.153 1.071  -0.713
C -0.988 0.234 0.723  -0.189
N -0.468 -1.095 0.154  0.041
C -1.488 -1.861 -0.122  0.598
N -2.335 -2.620 -0.250  -0.584
S 0.739 -1.296 -1.045  0.020
N 1.909 -2.232 -0.298  -0.226
C 3.163 -1.762 0.271  -0.636
H 2.555 1.511 0.262  0.325
H 1.486 0.480 1.103  0.101
H 1.627 2.254 1.515  0.323
H 0.762 2.553 -1.134  0.257
H -1.467 2.350 -1.892  0.597
H -3.801 1.078 -1.836  0.357
H -0.519 0.293 1.651  0.444
H 1.933 -3.184 -0.099  0.191
H 3.452 -0.741 -0.244  0.193
H 3.151 -1.708 1.364  0.265
H 4.012 -2.578 0.204  0.259

Orbital gap, Eh: 0.297
HOMO, eV: -9.0
SMILES string: C/C=C1/C=CC(Cl)=N[C@H]1N(C#N)SNC
Multiplicity: 1

Formula: BrH40O20
Source: the Open Molecules 2025 dataset
Level of theory: ωB97M-V/def2-TZVPD

Each line ends with the Mulliken charge.
CARTESIAN COORDINATES (ANGSTROEM)
Br -0.292 0.054 -0.386  -0.595
O -0.261 0.533 -3.911  -0.548
H -0.573 0.634 -3.012  0.181
H 0.388 1.228 -4.019  0.295
O 2.671 0.160 -3.400  -0.657
H 1.768 -0.101 -3.581  0.368
H 2.784 -0.003 -2.463  0.312
O 2.107 4.780 -2.067  -0.629
H 1.888 5.315 -2.829  0.286
H 1.462 4.072 -2.077  0.318
O -1.109 -2.402 4.570  -0.638
H -1.832 -1.779 4.498  0.272
H -0.392 -1.997 4.083  0.378
O -0.795 -4.752 1.031  -0.599
H -0.193 -4.034 1.229  0.364
H -0.983 -4.657 0.097  0.271
O -0.516 -0.921 -6.183  -0.635
H 0.181 -0.296 -6.382  0.271
H -0.803 -0.688 -5.301  0.399
O -3.954 -3.342 0.903  -0.604
H -4.338 -3.222 0.035  0.310
H -3.643 -2.472 1.151  0.293
O -0.331 3.515 -1.348  -0.553
H -0.944 3.949 -0.754  0.216
H -0.358 2.594 -1.090  0.302
O 1.202 -2.435 1.511  -0.642
H 0.752 -1.736 1.036  0.155
H 1.648 -1.989 2.230  0.316
O -1.785 -2.173 -2.464  -0.566
H -1.141 -1.670 -1.967  0.222
H -1.559 -3.088 -2.294  0.267
O 1.666 -1.034 3.895  -0.473
H 2.045 -1.657 4.515  0.253
H 2.302 -0.320 3.853  0.223
O 3.226 0.792 0.768  -0.502
H 2.444 1.253 1.071  0.249
H 3.711 1.446 0.265  0.287
O 2.021 3.232 1.879  -0.592
H 1.224 3.706 2.118  0.297
H 2.333 2.858 2.703  0.269
O -3.636 1.294 2.586  -0.645
H -3.548 0.639 3.278  0.280
H -3.653 2.132 3.049  0.298
O -3.526 0.872 -0.360  -0.664
H -3.362 1.226 0.514  0.309
H -2.743 0.359 -0.561  0.338
O -3.808 2.888 -2.398  -0.624
H -3.628 2.153 -1.812  0.407
H -3.244 3.592 -2.080  0.277
O 0.594 1.571 4.877  -0.612
H 1.466 1.838 4.587  0.268
H 0.177 1.217 4.091  0.376
O 2.213 -3.583 -3.275  -0.604
H 1.568 -3.630 -3.980  0.311
H 1.734 -3.860 -2.493  0.294
O 4.802 -1.738 -0.445  -0.606
H 4.382 -1.060 0.085  0.304
H 5.569 -1.307 -0.821  0.290
O -1.037 0.586 2.784  -0.581
H -1.852 0.967 2.456  0.326
H -0.488 0.488 2.006  0.121

Orbital gap, Eh: 0.317
HOMO, eV: -7.0
Total charge: -1
Multiplicity: 1

These records have maximum force values of 2.843 1.012 5.139 1.044 eV/A, in the order they appear.